Record 1
The following is a DFT calculation (ωB97M-V/def2-TZVPD) of C21H22N6O3STa as an isolated structure.

Geometry as ORCA input:
```
! wB97M-V def2-TZVPD RIJCOSX def2/J DEFGRID3
* xyz 3 1
Ta 0.30079 -0.88322 0.11194
N -0.95933 1.25359 3.27508
C -0.10957 0.80005 2.36134
S 0.15199 -1.01542 2.40157
N 0.43437 1.59438 1.49275
N 1.13827 0.93547 0.50453
C 2.36272 1.32180 0.12725
C 3.02878 2.50324 0.51824
C 4.44492 2.50955 0.64763
C 5.09654 3.65627 1.02906
C 4.36697 4.82794 1.23938
C 2.97719 4.84572 1.10314
C 2.30297 3.69476 0.77827
C 2.95598 0.27410 -0.74462
C 4.03882 0.44463 -1.56683
C 4.51122 -0.64169 -2.31544
C 3.86888 -1.86085 -2.22709
C 2.73732 -1.96308 -1.43493
N 2.27293 -0.91913 -0.71850
H -1.20439 0.71413 4.09103
H -1.21017 2.23351 3.26372
H 5.00934 1.59439 0.52738
H 6.16865 3.65311 1.16805
H 4.88650 5.73517 1.52085
H 2.43288 5.76700 1.25754
H 1.22985 3.71008 0.66225
H 4.51309 1.41262 -1.64112
H 5.37193 -0.51766 -2.96063
H 4.21032 -2.72719 -2.77674
H 2.18462 -2.89046 -1.36796
C -3.83658 -1.29828 2.13868
C -4.39647 -0.87404 0.78795
C -3.58861 -1.38041 -0.42076
C -4.33373 -1.00217 -1.75844
C -3.67169 -1.45711 -3.05027
C -3.50477 -2.93420 -0.36722
O -4.45129 -3.63115 -0.32409
N -2.16273 -3.56286 -0.30145
C -1.10242 -2.84826 -0.56655
O 0.13115 -3.01486 -0.22351
N -1.23925 -1.58339 -1.07893
C -2.22486 -0.82273 -0.49571
O -1.69298 0.21054 -0.00983
H -4.46002 -0.90337 2.93889
H -2.82365 -0.91834 2.29672
H -3.82769 -2.38413 2.25614
H -4.45015 0.21320 0.70914
H -5.41157 -1.25092 0.66531
H -4.48356 0.07783 -1.74214
H -5.31304 -1.46894 -1.64397
H -2.74031 -0.92982 -3.26210
H -4.34553 -1.25546 -3.88128
H -3.47982 -2.53335 -3.06041
H -2.10479 -4.51060 0.06668
*
```

Summary:
* total energy: -1821.9930 Ha
* LUMO level: -11.8 eV
* E_HOMO: -18.01 eV
* frontier orbital gap: 6.261 eV

Record 2
The following is a DFT calculation (ωB97M-V/def2-TZVPD) of C21H22N6O9RuS3 as an isolated structure.

Geometry as ORCA input:
```
! wB97M-V def2-TZVPD RIJCOSX def2/J DEFGRID3
* xyz 0 1
Ru 0.69999 -0.78668 1.60018
O 0.69682 -3.00098 5.03171
C 0.49513 -2.55254 3.93034
O 1.34667 -1.92290 3.17078
C -0.83444 -2.70471 3.25677
C -1.95472 -3.31115 3.77711
C -3.10269 -3.33824 2.99615
C -3.10453 -2.78801 1.72108
C -1.94227 -2.20713 1.26018
N -0.86379 -2.18066 2.03588
C -1.69442 -1.57574 -0.07908
O -2.64826 -1.16654 -0.73595
O -0.45249 -1.54494 -0.33717
H -1.91307 -3.73622 4.77034
H -4.00416 -3.80180 3.38084
H -3.97776 -2.79357 1.08382
C 2.28890 -3.16875 -5.51991
C 1.26189 -2.14732 -5.08955
C 0.10563 -2.53882 -4.42349
C -0.87443 -1.61589 -4.08831
C -0.68401 -0.28230 -4.41868
C 0.47778 0.14393 -5.05194
C 1.44095 -0.79681 -5.39050
S -1.97997 0.86720 -4.05866
O -1.70823 2.05673 -4.81815
O -3.21132 0.15984 -4.23641
N -1.91363 1.30472 -2.48452
C -0.90009 2.28080 -2.03832
C -1.03811 2.59277 -0.53498
C -0.06088 1.96863 0.43949
O 0.38189 2.68079 1.35430
O 0.28500 0.74657 0.25241
H 2.08585 -4.14496 -5.07543
H 3.29494 -2.85754 -5.22979
H 2.27743 -3.28045 -6.60679
H -0.03530 -3.58478 -4.16763
H -1.79121 -1.91691 -3.59542
H 0.58964 1.18970 -5.31258
H 2.34132 -0.48142 -5.90714
H -2.15986 0.53242 -1.86109
H -1.09527 3.19322 -2.59090
H 0.12273 1.96777 -2.28374
H -2.03584 2.28009 -0.20899
H -0.95489 3.66338 -0.38044
C 3.28885 1.97887 1.56377
O 2.86225 0.60259 1.44443
C 3.24843 -0.10248 0.37335
S 4.25870 0.36269 -0.80770
S 2.55332 -1.66370 0.42848
H 2.89174 2.32545 2.50697
H 2.88880 2.56867 0.74637
H 4.37594 2.02631 1.55111
N 0.19869 4.10570 4.14148
C 0.05341 3.19194 5.09074
N 0.06469 3.57732 6.37576
N -0.09544 1.88489 4.89061
C -0.09973 1.15859 3.82972
N -0.24109 0.26895 3.07977
H 0.26065 5.08037 4.37310
H 0.08001 3.82511 3.15411
H 0.17073 4.53776 6.63916
H -0.01685 2.87019 7.08297
*
```

Summary:
* total energy: -3108.6075 Ha
* LUMO level (spin up / spin down): -2.2 / -2.9 eV
* E_HOMO (spin up / spin down): -8.66 / -8.61 eV
* frontier orbital gap (spin up / spin down): 6.434 / 5.733 eV

Record 3
The following is a DFT calculation (ωB97M-V/def2-TZVPD) of C21H23AuF6N2OPS2Se as an isolated structure.

Geometry as ORCA input:
```
! wB97M-V def2-TZVPD RIJCOSX def2/J DEFGRID3
* xyz 2 2
Au -1.08392 0.04166 0.44213
O -0.57788 -0.82329 2.25508
S -1.21779 -0.56968 3.65435
C 0.11420 0.27371 4.57228
C 0.44766 1.59064 3.93868
C 1.67239 1.74758 3.29508
C 1.99121 2.96238 2.71378
C 1.08181 4.01899 2.75888
C -0.15091 3.85505 3.38500
C -0.46536 2.64642 3.97772
C -1.18301 -2.21682 4.39180
C 0.17685 -2.71154 4.76477
C 0.48192 -2.91250 6.10935
C 1.74237 -3.35715 6.47589
C 2.70195 -3.59735 5.49862
C 2.39959 -3.39204 4.15872
C 1.14080 -2.95882 3.78663
H 0.96430 -0.40832 4.56597
H -0.25299 0.38654 5.59345
H 2.37903 0.93026 3.26287
H 2.96018 3.09146 2.25144
H 1.34268 4.97924 2.33305
H -0.84922 4.67692 3.43952
H -1.41158 2.53605 4.48908
H -1.70421 -2.83895 3.65965
H -1.84606 -2.12354 5.25580
H -0.26202 -2.72544 6.87214
H 1.97228 -3.51451 7.51916
H 3.68367 -3.94698 5.78212
H 3.14736 -3.57830 3.40126
H 0.92393 -2.79027 2.74240
Se -0.90000 -2.59791 -0.22754
C -1.84486 -3.14603 -1.68535
C -1.55275 -4.42200 -2.20167
C -2.28542 -4.90684 -3.26461
C -3.30914 -4.13400 -3.79653
C -3.61159 -2.87221 -3.29494
C -2.87006 -2.36558 -2.24906
H -0.75482 -5.00202 -1.75659
H -2.07639 -5.88225 -3.67881
H -3.88749 -4.52181 -4.62367
H -4.41758 -2.30248 -3.73163
H -3.06896 -1.38409 -1.83946
N 0.18554 1.21189 -3.38968
C -0.03472 1.60411 -2.15356
N 0.81793 2.35128 -1.50701
S -1.59454 1.16332 -1.44633
H 1.06696 1.37638 -3.85740
H -0.48806 0.62559 -3.85617
H 1.73946 2.54549 -1.87607
H 0.65154 2.58383 -0.53654
F 1.64747 -0.09202 0.00742
P 2.45325 -1.33934 -0.66599
F 3.83384 -0.87855 -0.10806
F 2.51766 -0.47900 -2.00692
F 0.78627 -1.78548 -1.37002
F 2.02453 -2.21624 0.59480
F 2.95752 -2.62153 -1.41887
*
```

Summary:
* total energy: -5272.4121 Ha
* <S²>: 0.77
* LUMO level (spin up / spin down): -9.3 / -9.6 eV
* E_HOMO (spin up / spin down): -13.91 / -13.91 eV
* frontier orbital gap (spin up / spin down): 4.578 / 4.292 eV

Record 4
The following is a DFT calculation (ωB97M-V/def2-TZVPD) of a 4-piece molecular cluster, C21H23BF24NO4P overall.

Geometry as ORCA input:
```
! wB97M-V def2-TZVPD RIJCOSX def2/J DEFGRID3
* xyz 0 1
C -6.32069 -3.53303 -9.60256
B -4.73345 -3.25450 -9.25511
O -3.70047 -3.41857 -10.27994
P -4.32254 -2.70882 -7.44824
C -4.05837 -2.31901 -5.58409
C -2.98232 -3.06126 -4.78312
C -2.98825 -2.61867 -3.32273
C -3.97043 -1.57419 -2.85576
N -4.94585 -0.83092 -3.55761
C -4.90670 -1.27674 -4.89941
H -6.67738 -2.95903 -10.51602
H -6.43599 -4.66587 -9.72210
H -6.93527 -3.24700 -8.67266
H -3.72541 -4.38718 -10.47769
H -2.98859 -2.25135 -7.79366
H -4.47705 -4.10603 -7.05613
H -5.42594 -1.77918 -7.48122
H -2.30392 -3.82789 -5.26287
H -2.25295 -3.07773 -2.58646
H -3.92893 -1.32890 -1.73365
H -5.66279 -0.74356 -5.58302
C 0.78074 -2.72311 0.82126
C -0.69004 -2.58828 0.36968
C -1.64118 -1.92770 1.36887
F -1.74848 -2.62826 2.51438
F -2.89594 -1.85458 0.84948
F -1.14943 -3.80689 -0.00623
F -0.68622 -1.82263 -0.76169
O 1.18248 -3.99608 1.34342
C 0.97606 -4.22933 2.71890
C 0.02716 -5.40363 2.97456
F -1.19212 -5.18037 2.43905
F -0.15623 -5.59329 4.30314
F 0.57793 -3.09315 3.32226
F 2.19355 -4.51700 3.23333
H 1.38329 -2.60869 -0.08433
H 1.09539 -1.90179 1.46620
H -1.32282 -0.91177 1.61051
H 0.42020 -6.32576 2.54018
C -1.67001 2.04377 4.01878
C -1.34869 2.96927 5.21181
C -0.49938 4.19928 4.89508
F 0.72360 3.87183 4.43776
F -0.30133 4.93736 6.01575
F -0.78844 2.23542 6.20205
F -2.54461 3.40922 5.70180
O -0.85290 0.87383 3.87070
C 0.35140 1.00845 3.15111
C 1.58392 0.69242 4.00293
F 1.68040 1.52466 5.05949
F 2.71958 0.84305 3.27779
F 0.40617 2.22478 2.58036
F 0.27149 0.11983 2.12702
H -2.66958 1.64382 4.21058
H -1.76899 2.59319 3.07956
H -0.98958 4.84047 4.15713
H 1.54438 -0.33099 4.38436
C 6.48178 3.80545 2.75612
C 7.12214 3.80747 1.35115
C 7.23907 5.16988 0.66785
F 6.03950 5.73698 0.44217
F 7.83103 5.03752 -0.54634
F 6.46187 2.92566 0.56370
F 8.38638 3.30956 1.49406
O 5.09642 3.44853 2.83426
C 4.14672 4.47605 2.65166
C 3.24152 4.22723 1.44211
F 3.95335 4.15971 0.29610
F 2.35025 5.23712 1.29181
F 4.76845 5.66841 2.60524
F 3.39673 4.49120 3.77528
H 6.98858 3.01360 3.31480
H 6.69937 4.71901 3.31462
H 7.84593 5.85957 1.26107
H 2.69244 3.28916 1.55135
*
```

Summary:
* total energy: -3932.5391 Ha
* LUMO level: 0.3 eV
* E_HOMO: -7.92 eV
* SMILES: FC(F)C(F)(F)COC(F)(F)C(F)F.FC(F)C(F)(F)COC(F)(F)C(F)F.FC(F)C(F)(F)COC(F)(F)C(F)F.CB(O)[PH3]c1cccnc1
* frontier orbital gap: 8.174 eV